No. 1
This record from the Open Molecules 2025 dataset describes 2 unconnected molecules or ions with the total composition C9H19N4O at a distorted geometry. The level of theory is wB97M-V/def2-TZVPD.

Geometry (Å):
1 C 1.4864 2.0803 -0.7175
2 C -2.8326 1.0095 0.1429
3 C -2.8790 -0.4843 -0.2656
4 C -0.4621 0.6075 -0.5563
5 C 1.1278 -1.4697 -1.5133
6 C -0.5723 0.3274 2.5813
7 C -1.5604 0.0928 0.3473
8 C 2.4861 2.8386 0.0300
9 C 1.1285 -2.3038 0.8724
10 N 0.5915 1.3505 -0.1259
11 N -1.3023 -0.2733 1.6596
12 N 0.7399 -1.6305 -2.7939
13 N 0.8205 -2.4086 -0.5751
14 O 0.2179 1.2519 2.4837
15 H 1.2593 2.0672 -1.8295
16 H -2.7079 1.6558 -0.6473
17 H -3.4912 1.4697 0.9541
18 H -3.3245 -1.3004 0.3596
19 H -2.8548 -0.5970 -1.2869
20 H -0.8055 0.6342 -1.5576
21 H 2.0405 -0.9569 -1.4913
22 H -0.7255 -0.0108 3.6512
23 H 2.3979 2.8562 1.0793
24 H 3.5153 2.3767 -0.1557
25 H 2.3640 3.8432 -0.1961
26 H 0.7081 -1.3978 1.3931
27 H 0.7060 -3.2619 1.2995
28 H 2.1842 -2.4082 0.9436
29 H -1.8706 -1.1052 1.9970
30 H 0.0355 -2.3335 -2.9624
31 H 1.2669 -1.2549 -3.5319
32 H -0.1898 -2.6777 -0.5235
33 H 0.5022 1.4125 0.9349

The energy above the lowest of the compared OMol25 structures with the same formula, charge and spin is 85.7 kcal/mol. The value obtained for the orbital gap (alpha / beta) is 0.2332 / 0.2331 Ha. Its net charge is +1. As for the LUMO energy (alpha / beta): -3.4 / -3.4 eV. The value obtained for the HOMO energy (alpha / beta) is -9.70 / -9.70 eV. As for the multiplicity: 1.


No. 2
This record from the Open Molecules 2025 dataset describes a single C9H19N5O molecule at a distorted geometry. The level of theory is wB97M-V/def2-TZVPD.

Geometry (Å):
1 C -3.7803 0.0262 0.3726
2 C -2.5472 0.9622 0.4322
3 C 2.8196 -2.9441 -0.2860
4 C 2.0487 2.7245 0.7204
5 C -2.2499 0.7156 -1.9888
6 C 1.9682 -1.6947 -0.4682
7 C 1.0834 1.7395 0.0741
8 C 0.7896 -1.6894 0.5120
9 C 0.5719 0.7123 1.0960
10 N -3.2988 -1.1796 0.5465
11 N -2.4520 -1.9461 0.7545
12 N -1.6784 0.5634 -0.6644
13 N -0.8188 -0.4466 -0.5750
14 N 0.0039 -0.4748 0.4796
15 O -4.8957 0.3780 0.0000
16 H -2.8823 1.9882 0.2817
17 H -2.0319 0.8520 1.3838
18 H 2.2181 -3.8380 -0.4230
19 H 3.6315 -2.9589 -1.0082
20 H 3.2477 -2.9634 0.7140
21 H 2.8627 2.1988 1.2161
22 H 2.4782 3.3748 -0.0374
23 H 1.5390 3.3429 1.4553
24 H -1.4678 0.5202 -2.7173
25 H -3.0894 0.0430 -2.1741
26 H -2.5996 1.7425 -2.0931
27 H 1.5725 -1.6511 -1.4843
28 H 2.5917 -0.8141 -0.3052
29 H 1.5932 1.2086 -0.7319
30 H 0.2450 2.2821 -0.3664
31 H 0.1095 -2.5092 0.2701
32 H 1.1454 -1.8274 1.5362
33 H 1.4104 0.3669 1.7031
34 H -0.1381 1.1957 1.7750

The energy above the lowest of the compared OMol25 structures with the same formula, charge and spin is 0.0 kcal/mol. The value obtained for the orbital gap (alpha / beta) is 0.2849 / 0.2335 Ha. As for the LUMO energy (alpha / beta): 0.1 / -0.1 eV. The value obtained for the HOMO energy (alpha / beta) is -7.63 / -6.47 eV. As for the multiplicity: 1.